# 1
Computed, not measured: one molecule with the formula C7H14S at a distorted geometry, with the ωB97M-V functional and the def2-TZVPD basis.

XYZ file:
```
22
C7H14S | the Open Molecules 2025 dataset | the ωB97M-V functional and the def2-TZVPD basis
C 0.9941 0.7767 0.9420
C -2.5274 -1.1220 0.0046
H -1.6808 0.7940 -0.1625
H -1.9295 -0.7399 2.2215
H 1.5582 -1.3933 -1.5570
H 3.5213 0.2521 -1.3500
C 2.8563 0.9803 -0.9604
H -0.5204 0.9502 2.2586
H 0.2697 -1.4388 -0.1343
H 1.3640 1.7702 0.8949
H -3.2246 0.6121 -1.1409
C 1.5686 0.1696 -0.2767
S -0.9604 -1.0300 1.2507
H -3.3704 -1.3427 0.7166
H -2.3683 -2.1060 -0.4498
H 2.4887 1.4368 -1.8289
H 1.7597 0.3913 1.8416
H 3.4816 1.6295 -0.3541
H -1.6818 -0.1839 -1.6822
C -2.2948 0.1186 -0.8207
C -0.4712 0.5560 1.2202
C 1.1673 -1.0807 -0.6332
```

HOMO (eV): -7.16
E_tot (hartree): -673.0736
Energy above the lowest of the compared OMol25 structures with the same formula, charge and spin (kJ/mol): 585.1
F_max (eV Å⁻¹): 4.3
Lowest unoccupied orbital energy (eV): 0.5

# 2
Computed, not measured: C4H3NO as an isolated structure at a distorted geometry, with the ωB97M-V functional and the def2-TZVPD basis.

XYZ file:
```
9
C4H3NO | the Open Molecules 2025 dataset | the ωB97M-V functional and the def2-TZVPD basis
H 0.5369 0.2243 0.9614
N -0.5219 2.4409 -0.5740
C 0.0160 0.0221 0.0228
C -0.3806 1.2633 -0.5835
H -0.8594 -0.5947 0.2336
O -1.5082 1.5940 -2.7059
H 0.6865 -0.5289 -0.6393
C -1.4046 2.6651 -2.2450
C -0.9890 3.4763 -1.2912
```

HOMO (eV): -8.27
E_tot (hartree): -284.0091
Energy above the lowest of the compared OMol25 structures with the same formula, charge and spin (kJ/mol): 430.5
F_max (eV Å⁻¹): 3.5
Lowest unoccupied orbital energy (eV): -0.7

# 3
Computed, not measured: a 2-piece molecular cluster, C4H11N2O overall at a distorted geometry, with the ωB97M-V functional and the def2-TZVPD basis.

XYZ file:
```
18
C4H11N2O | the Open Molecules 2025 dataset | the ωB97M-V functional and the def2-TZVPD basis
H -0.5379 1.0237 -0.2461
H -2.7094 -0.9468 0.3263
N -0.7508 -1.7027 0.0146
O 1.3875 -0.2425 -0.4934
H 0.2188 -1.3686 -0.1760
H -2.5618 1.9044 -1.2604
H 1.7626 0.0785 -1.2357
H 1.8652 -0.5992 1.4972
C 3.5291 -0.0340 0.5088
C 2.2823 -0.1966 0.5512
H 4.1054 -0.1760 1.3762
H -2.5376 2.3406 0.1820
N -1.3744 0.4880 -0.3323
H -3.5099 0.9993 -0.0659
H -0.8767 -2.6338 0.0690
C -1.6728 -0.7435 0.0023
C -2.5246 1.4513 -0.3410
H 3.9049 0.3579 -0.3768
```

Charge: +1
HOMO (eV): -13.50
E_tot (hartree): -343.4498
Energy above the lowest of the compared OMol25 structures with the same formula, charge and spin (kJ/mol): 300.3
F_max (eV Å⁻¹): 5.2
Lowest unoccupied orbital energy (eV): -3.4

# 4
Computed, not measured: a 2-piece molecular cluster, C2H3N4O7 overall at a distorted geometry, with the ωB97M-V functional and the def2-TZVPD basis.

XYZ file:
```
16
C2H3N4O7 | the Open Molecules 2025 dataset | the ωB97M-V functional and the def2-TZVPD basis
O 0.2890 -3.2854 0.3072
N 1.6036 -0.2953 -1.0569
O 2.6049 -0.6381 -1.6870
H -0.4412 -1.7871 0.6181
C -1.7044 1.0424 -0.1883
H -2.4216 0.3711 -0.3806
N 1.1209 -2.6283 -0.4070
O -0.2305 -0.8252 0.2789
C 0.8756 -1.2390 -0.3743
N -1.0189 2.6396 1.3839
N -1.8491 1.7231 0.8751
O -0.2422 2.2633 2.2260
O 2.1171 -3.0932 -1.0137
O -1.2128 3.7886 1.0329
H -0.7016 1.0718 -0.7125
O 1.2113 0.8917 -0.9018
```

Charge: -1
HOMO (spin up / spin down) (eV): -4.52 / -4.52
E_tot (hartree): -823.4283
Energy above the lowest of the compared OMol25 structures with the same formula, charge and spin (kJ/mol): 108.8
F_max (eV Å⁻¹): 6.1
Lowest unoccupied orbital energy (spin up / spin down) (eV): 3.3 / 3.3

# 5
Computed, not measured: a 9-piece molecular cluster, C44H71N2O19 overall at a distorted geometry, with the ωB97M-V functional and the def2-TZVPD basis.

XYZ file:
```
136
C44H71N2O19 | the Open Molecules 2025 dataset | the ωB97M-V functional and the def2-TZVPD basis
H 1.5250 4.3802 4.6147
C 0.8606 0.7661 -2.4011
C -7.1418 -3.1409 -3.6365
O -3.9792 -4.4394 1.1316
H -6.6632 -1.6042 -2.2499
O -6.3745 -4.0523 -3.7162
H 0.7137 2.2974 8.8621
O 0.7235 -0.1282 -3.1860
H 4.0295 4.6916 -4.4497
H -8.0426 -0.6371 -4.6534
H 3.6724 5.5081 -2.9104
H -4.3576 -3.3951 -2.3399
O -3.0151 -1.7069 1.8157
H -0.4277 0.2166 8.4415
C -1.8213 1.1374 7.0804
O -7.8413 -2.6855 -4.7059
H -1.2950 -6.9721 0.2046
C -1.0674 -3.6733 1.2692
H -1.2994 -3.2679 2.2539
C 5.0549 0.0944 -7.6376
H 2.0907 9.9034 0.3605
C -0.0246 2.5555 6.8617
C 6.4885 3.8205 -3.2763
C -1.0822 1.0885 8.4145
H 2.3557 9.8862 -2.1014
H 2.9422 -0.4867 -7.6074
H -5.1679 -4.3162 -1.0906
C -0.8062 -6.0102 0.3624
H -1.7548 1.0337 9.2672
H 2.8915 0.6472 -1.7102
H 7.3883 3.8071 -2.6660
H 4.0356 10.2042 -1.6381
C -2.8657 -5.4362 -2.0472
H 0.3351 5.1548 5.6578
O -0.8200 -9.9357 0.2606
H -8.9254 -0.6284 -2.3734
O -0.9165 1.7995 6.1774
H -2.5746 -4.9893 -2.9992
O -0.2131 1.3683 -1.8199
H 2.3691 -10.2638 3.3893
H 3.7209 9.2668 0.5657
C -2.3121 -1.5009 0.5865
O 2.9180 7.6236 2.9561
H -0.1916 4.7929 2.9733
H 1.4976 7.3224 5.4341
H 2.8923 6.2378 5.3015
C -8.6048 -1.5226 -4.3481
H -1.6433 0.3487 3.9632
C 0.9626 5.2991 4.7819
H -0.8341 -0.5417 2.6373
H 2.2688 3.0397 -0.4333
H 2.5166 7.2244 0.7661
C 0.8040 -8.7685 3.0478
H -2.7031 -5.0351 3.0439
C 5.4287 2.9210 -2.6818
C 3.4013 1.4175 -6.5819
H -0.1366 -1.4322 -0.9963
H -7.5805 -2.9410 -1.5414
C 3.6918 -0.0319 -6.9643
H 2.8220 1.5271 -5.6689
H -2.1278 -6.1856 -1.7816
H -3.8241 -5.9335 -2.1970
H 0.8746 -11.6863 1.4929
H 4.9729 0.3417 -8.6981
C 1.0984 -10.6305 1.6167
C -7.4844 -2.3043 -2.4165
C 3.2014 9.5185 -1.5168
C 2.0783 6.9159 3.4345
H -1.7481 -0.5705 0.6391
C 3.5740 8.1479 -2.0487
H 0.7270 -10.8098 3.7331
O 3.0968 7.1985 -1.2151
C 2.1352 1.4027 -1.9010
H -1.0626 -5.6886 3.0122
H 3.7784 -0.6376 -6.0620
H 0.3886 -8.4422 3.9980
C 4.3372 4.8169 -3.4118
C 1.6799 2.1518 -0.6526
H 5.9813 5.6859 -2.3349
O 5.0968 3.0151 -5.8364
H 0.1292 3.3864 -1.5718
H 0.0078 -3.8560 1.2362
C 2.3354 7.7875 -0.1405
O -4.0155 -0.3965 3.2950
O 0.7666 3.2592 6.3062
C 2.8300 9.2267 -0.0613
H 1.9331 -10.3680 0.9639
H 1.2765 7.7242 -0.4030
O -0.2531 -8.7695 2.0773
O 4.1818 7.8496 -3.0378
H -0.6859 6.3062 3.7549
N -3.0405 -4.8857 0.3872
C -1.3405 -2.6416 0.1555
H -2.1752 -2.5425 -1.8242
C 4.7880 2.0006 -6.3948
H 2.9097 1.9730 -7.3831
H -0.4322 2.5176 -0.1305
H -0.7834 3.2341 8.7251
C -1.7086 0.0386 2.9240
O 4.2266 3.5336 -2.7538
C -1.7445 -5.0529 1.0997
H 6.7178 3.4400 -4.2720
H 1.7215 1.4912 0.2159
O 5.5391 1.8186 -2.2193
C 1.3336 -10.1999 3.0627
O 5.7031 1.1946 -6.9717
H -2.0533 0.1582 6.6695
C -4.3383 -3.6402 -1.2770
C -0.0979 -9.7933 1.2006
O 1.0775 6.3857 2.6935
C 0.2271 2.4643 -0.9946
H 0.3310 -1.4990 0.5676
H 6.1326 5.8617 -4.0813
H -2.3805 -6.6742 2.3912
C 1.9220 6.4832 4.8791
H -2.7405 1.7238 7.1338
H -1.7124 0.9490 2.3205
C -2.0138 -5.6514 2.4740
C 0.1619 5.6547 3.5333
H -4.4660 -2.7210 -0.7096
H -9.6315 -2.2303 -2.5903
C -3.0189 -0.6868 2.7071
C -8.7738 -1.6022 -2.8336
C -3.0034 -4.3244 -0.9992
H -0.4822 -5.6285 -0.6023
C -0.2429 2.3624 8.3512
H 0.0663 -6.1914 0.9882
C 5.8059 5.1914 -3.2917
H -9.5414 -1.5527 -4.8991
H -3.0706 -1.3547 -0.1818
H 1.5640 -8.0514 2.7273
H -0.9615 -3.7773 -1.6005
N -0.0296 -2.0575 -0.2001
H 2.5046 2.0905 -2.6603
H 5.6868 -0.7827 -7.5266
C -1.8332 -3.3197 -1.1330
```

Multiplicity: 2
HOMO (spin up / spin down) (eV): -7.52 / -8.79
⟨S²⟩: 0.75
E_tot (hartree): -3258.2932
F_max (eV Å⁻¹): 1.0
Lowest unoccupied orbital energy (spin up / spin down) (eV): 0.3 / 0.3

# 6
Computed, not measured: a 2-piece molecular cluster, C4H8O2 overall, with the ωB97M-V functional and the def2-TZVPD basis.

XYZ file:
```
14
C4H8O2 | the Open Molecules 2025 dataset | the ωB97M-V functional and the def2-TZVPD basis
C 0.3267 0.3334 -0.7035
C 1.1072 0.6262 0.5315
C -0.9027 -0.1553 0.8879
H -1.8041 0.1857 -1.0779
H -0.2760 -1.4965 -0.0169
O 0.2158 -1.7603 -0.9064
H 1.0495 -2.1755 -0.6311
H -1.3032 1.7301 -0.2897
O 0.1847 0.4899 1.5729
H 1.4919 1.6575 0.4614
H -1.7342 -0.3720 1.5609
C -1.1025 0.6432 -0.3744
H 1.9649 -0.0431 0.6755
H 0.7822 0.3365 -1.6903
```

HOMO (spin up / spin down) (eV): -6.82 / -7.37
E_tot (hartree): -307.4996
Energy above the lowest of the compared OMol25 structures with the same formula, charge and spin (kJ/mol): 558.8
F_max (eV Å⁻¹): 0.8
Lowest unoccupied orbital energy (spin up / spin down) (eV): -0.2 / 0.4